C19H22N2PbTe as an isolated structure. Source: OMol25; level of theory: ωB97M-V/def2-TZVPD.

```
45
Properties=species:S:1:pos:R:3:lowdin_charge:R:1
C -3.18249 -0.08602 -0.01124 -0.26
C -3.50004 1.00214 -1.16328 -0.23
H -2.66913 -1.00373 -0.34973 0.01
H -4.10909 -0.52611 0.36130 0.10
H -2.71975 0.24294 0.92874 0.04
H -3.18746 0.76517 -2.20869 0.04
H -4.60795 1.05835 -1.16820 0.10
H -3.15738 2.02336 -0.97285 0.05
C 0.57246 -2.57720 -0.61845 -0.11
C 1.53374 -3.58488 -0.66235 -0.01
C 2.67351 -3.38280 -1.45992 0.00
C 2.84725 -2.18021 -2.12844 0.02
H -0.32748 -2.68065 -0.00883 0.12
H 1.38801 -4.50207 -0.09034 0.13
H 3.44316 -4.13830 -1.54269 0.13
H 3.71434 -1.94247 -2.75171 0.12
N 0.71321 -1.42762 -1.32636 -0.09
C 1.86492 -1.18846 -2.01889 -0.19
C 2.01542 0.19770 -2.55905 -0.19
N 0.95930 1.06447 -2.50982 -0.05
C 1.09663 2.34525 -2.89691 -0.12
C 3.38023 1.97069 -3.48845 0.01
C 2.28894 2.83956 -3.40566 -0.01
H 0.19746 2.94507 -2.77430 0.11
H 2.29857 3.87923 -3.69681 0.12
C 3.25271 0.64760 -3.05777 0.03
H 4.10422 -0.03225 -3.05806 0.12
H 4.31632 2.33437 -3.89638 0.13
Pb -1.01640 0.22736 -1.23852 1.40
C -0.64025 2.80447 0.29070 -0.40
H -0.87343 2.73927 -0.80986 -0.03
H 0.07886 3.60108 0.52373 0.01
H -1.53448 2.77557 0.87284 -0.02
Te 0.49526 1.21093 1.40201 1.30
C -0.43598 0.06482 3.01288 -0.52
C -1.65056 0.52830 3.55491 -0.15
C -2.18651 -0.12030 4.68868 -0.05
C -1.51073 -1.20359 5.27172 -0.05
C -0.30542 -1.65985 4.72204 -0.06
C 0.22551 -1.04882 3.57349 -0.14
H -2.18516 1.37170 3.10609 0.10
H -3.12432 0.23645 5.12945 0.12
H -1.92018 -1.69487 6.15822 0.12
H 0.24129 -2.48176 5.18588 0.12
H 1.14287 -1.41390 3.09086 0.10
```

Output
* HOMO: -14.25 eV
* 2S+1: 1
* charge: +2
* HOMO-LUMO gap: 7.165 eV
* E_tot: -35564.0340 eV